This record from OMol25 describes an isolated ion of composition C33H57N12O5 and charge +1. The level of theory is ωB97M-V/def2-TZVPD.

## Properties
LUMO energy   -0.0530 hartree
Total charge   +1
E_tot   -63259.2883 eV
Frontier orbital gap   9.135 eV
M   701.90 g mol⁻¹
Max |F|   1.02 eV/Å

Each line ends with the Löwdin charge.
Element x y z (Å)
C 3.110 3.226 -5.477  0.144
C 3.417 3.174 -4.321  -0.097
C 3.698 3.144 -2.895  -0.198
H 4.064 2.156 -2.603  0.105
O 2.535 3.362 -2.099  -0.178
C 1.996 4.664 -2.223  -0.171
C 0.837 4.811 -1.236  -0.156
H 0.492 5.852 -1.250  0.136
O -0.233 3.927 -1.472  -0.180
C -1.046 4.207 -2.598  -0.161
H -1.291 5.275 -2.647  0.140
H -0.536 3.920 -3.527  0.128
C -2.333 3.395 -2.437  -0.149
O -1.984 2.031 -2.258  -0.192
C -2.777 1.282 -1.346  -0.162
C -2.689 1.770 0.110  -0.143
N -1.323 1.919 0.521  0.092
C -0.698 1.103 1.385  -0.403
N -1.423 0.256 2.110  0.182
C -0.718 -0.533 2.923  -0.364
N 0.615 -0.571 2.974  0.192
C 1.230 0.378 2.271  -0.363
N 0.629 1.253 1.469  0.184
N 2.577 0.474 2.432  -0.053
C 3.315 -0.702 2.811  -0.117
H 4.221 -0.398 3.337  0.128
H 2.696 -1.300 3.478  0.113
C 3.645 -1.507 1.532  -0.091
N 3.891 -0.578 0.442  -0.022
C 3.525 -0.698 -0.840  -0.377
O 3.755 0.179 -1.657  0.035
C 2.841 -2.015 -1.257  -0.147
N 1.491 -2.033 -0.752  -0.081
C 0.768 -3.068 -0.282  0.046
C -0.517 -2.571 -0.141  -0.209
N -0.496 -1.285 -0.529  0.124
N 0.699 -0.974 -0.889  0.021
C -1.738 -3.291 0.336  -0.337
N -1.405 -3.891 1.619  0.084
H -2.159 -4.493 1.930  0.077
H -1.279 -3.161 2.314  0.051
H -1.925 -4.119 -0.362  0.144
C -2.938 -2.328 0.331  -0.154
H -2.670 -1.460 0.937  0.081
H -3.088 -1.984 -0.695  0.117
C -4.247 -2.930 0.850  -0.436
C -4.723 -4.096 -0.015  -0.068
H -4.023 -4.928 0.016  0.070
H -5.686 -4.456 0.339  0.081
H -4.837 -3.779 -1.049  0.086
C -5.320 -1.844 0.891  -0.072
H -6.247 -2.240 1.297  0.080
H -5.517 -1.470 -0.111  0.081
H -5.004 -1.009 1.513  0.061
H -4.093 -3.293 1.873  0.118
H 1.176 -4.034 -0.081  0.140
H 3.387 -2.844 -0.794  0.159
C 2.854 -2.244 -2.791  -0.104
H 2.802 -3.324 -2.945  0.118
H 3.818 -1.901 -3.166  0.127
C 1.730 -1.602 -3.619  -0.166
H 1.625 -2.203 -4.522  0.117
H 0.781 -1.686 -3.089  0.095
C 1.978 -0.138 -4.025  -0.172
C 0.776 0.777 -3.815  -0.155
H 0.869 1.650 -4.464  0.107
H -0.153 0.260 -4.064  0.130
N 0.690 1.243 -2.414  0.173
H 0.789 0.424 -1.748  0.086
H -0.241 1.670 -2.235  0.096
H 1.426 1.947 -2.209  0.114
H 2.263 -0.100 -5.075  0.119
H 2.812 0.258 -3.451  0.077
C 4.436 0.695 0.880  -0.093
H 4.736 1.266 0.003  0.121
H 5.315 0.503 1.498  0.131
C 3.343 1.434 1.667  -0.107
H 3.797 2.166 2.344  0.130
H 2.650 1.944 0.995  0.102
H 2.795 -2.148 1.304  0.106
H 4.531 -2.134 1.694  0.134
N -1.399 -1.409 3.700  -0.077
C -0.722 -2.103 4.780  -0.126
H 0.337 -2.177 4.539  0.110
C -0.929 -1.334 6.090  -0.177
O -2.301 -1.159 6.360  -0.122
C -2.941 -0.452 5.324  -0.175
H -3.990 -0.369 5.613  0.131
C -2.803 -1.186 3.984  -0.126
H -3.233 -0.593 3.180  0.102
H -3.300 -2.158 4.049  0.129
H -2.507 0.556 5.228  0.132
H -0.520 -1.890 6.935  0.130
H -0.429 -0.356 6.017  0.131
H -1.159 -3.102 4.870  0.132
H -0.742 2.560 0.000  0.109
H -3.155 1.026 0.755  0.107
H -3.217 2.721 0.238  0.118
H -3.824 1.273 -1.672  0.133
H -2.363 0.273 -1.402  0.099
H -2.955 3.506 -3.334  0.138
H -2.885 3.770 -1.574  0.125
H 1.189 4.558 -0.233  0.138
H 1.662 4.840 -3.255  0.125
H 2.760 5.413 -1.978  0.140
H 4.460 3.901 -2.661  0.139
H 2.896 3.262 -6.504  0.033